The following is a quantum chemistry calculation of 2 unconnected molecules or ions with the total composition H4NOPS2 in a non-equilibrium geometry, from OMol25.

Last column: Löwdin charge in e.
Atoms and positions in Å:
N (0.3971, -0.9548, 1.2170)  -0.140
O (0.2443, -0.8521, -1.2400)  -0.447
P (-0.2614, -0.0330, -0.0076)  -0.235
S (-2.1953, 0.2494, -0.0615)  0.158
S (0.9092, 1.7801, -0.0251)  0.420
H (1.2456, -1.4140, 0.9143)  0.053
H (0.4918, -0.4643, 2.0960)  0.052
H (-0.7916, -0.7724, -2.2368)  0.343
H (-0.0397, 2.4610, -0.6565)  -0.205

Cartesian forces (eV/Å) of the 6 atoms listed first:
N -0.15 0.42 -0.25
O -3.18 -0.53 -4.92
P -1.02 0.92 0.17
S 0.74 0.07 0.17
S -0.22 -0.73 0.29
H 0.09 -0.07 0.21

LUMO level, eV: -1.0
HOMO-LUMO gap, eV: 8.01
E_HOMO, eV: -9.0
Relative energy (zero: lowest compared OMol25 entry of this formula, charge and spin), kcal/mol: 46.4
Molar mass, u: 129.1
Energy, a.u.: -1270.1219